a.
ORCA calculation (the ωB97M-V functional and the def2-TZVPD basis) on 2 unconnected molecules or ions with the total composition C5H8N4.

Each atom is followed by the atoms it is bonded to, with distances in Å.
Element x y z (Å)
1 C -1.437 -1.443 0.328  C2 1.373, N6 1.296, H10 1.052
2 C -0.574 -0.385 0.186  C1 1.373, C3 1.412
3 C -1.350 0.789 0.069  C2 1.412, N8 1.314, N9 1.398
4 C 1.655 -0.098 0.225  C5 1.492, N7 1.218
5 C 2.260 -1.323 -0.375  C4 1.492, H11 1.082, H12 1.010, H13 1.037
6 N -2.661 -1.072 0.122  C1 1.296, N8 1.364
7 N 1.964 1.006 0.636  C4 1.218, H14 1.107
8 N -2.556 0.279 -0.035  C3 1.314, N6 1.364, H15 1.058
9 N -0.991 2.083 -0.317  C3 1.398, H16 1.054, H17 1.111
10 H -1.276 -2.432 0.649  C1 1.052
11 H 2.196 -1.086 -1.429  C5 1.082
12 H 1.739 -2.174 -0.219  C5 1.010
13 H 3.289 -1.396 -0.270  C5 1.037
14 H 3.016 1.301 0.819  N7 1.107
15 H -3.418 0.805 -0.353  N8 1.058
16 H -0.038 2.361 0.038  N9 1.054
17 H -1.818 2.786 -0.075  N9 1.111

The net charge is 0. The gap between HOMO and LUMO is 8.533 eV.

Atom charges from the natural (NBO) analysis, given in e for atoms 1 to 4: -0.11, -0.20, 0.26, 0.47

b.
ORCA calculation (the ωB97M-V functional and the def2-TZVPD basis) on 2 unconnected molecules or ions with the total composition C5H8N4.

Each atom is followed by the atoms it is bonded to, with distances in Å.
Element x y z (Å)
1 C -1.785 0.942 0.891  C4 1.406, N6 1.168
2 C 2.090 -0.507 -0.996  C3 1.505, N7 1.239, H10 1.079
3 C 0.664 -0.590 -1.471  C2 1.505, C5 1.508, N7 1.559, H11 1.044
4 C -0.505 1.486 0.684  C1 1.406, N8 1.416, H12 1.034
5 C -0.311 -0.731 -0.330  C3 1.508, N9 1.362, H13 1.008
6 N -2.748 0.299 1.040  C1 1.168
7 N 1.650 0.607 -1.313  C2 1.239, C3 1.559
8 N 0.413 1.505 1.761  C4 1.416, H14 1.032, H15 1.013
9 N -1.510 -1.324 -0.585  C5 1.362, H16 0.992, H17 1.043
10 H 2.962 -1.140 -1.049  C2 1.079
11 H 0.480 -0.746 -2.487  C3 1.044
12 H -0.377 2.288 0.043  C4 1.034
13 H 0.229 -1.033 0.466  C5 1.008
14 H 0.453 0.612 2.278  N8 1.032
15 H 1.349 1.751 1.461  N8 1.013
16 H -2.187 -0.833 -0.052  N9 0.992
17 H -1.719 -1.348 -1.607  N9 1.043

The net charge is 0. The gap between HOMO and LUMO (spin up / spin down) is 7.726 / 7.727 eV.

Atom charges from the natural (NBO) analysis, given in e for atoms 1 to 4: 0.25, 0.04, -0.22, -0.17

c.
ORCA calculation (the ωB97M-V functional and the def2-TZVPD basis) on a single C5H8N4 molecule.

Each atom is followed by the atoms it is bonded to, with distances in Å.
Element x y z (Å)
1 C -1.683 -0.011 -1.442  C4 1.397, N6 1.170
2 C 0.427 0.915 -0.639  C3 1.594, C4 1.456, N7 1.255
3 C 1.130 0.681 0.773  C2 1.594, N9 1.487, H10 1.053, H11 1.141
4 C -1.020 0.804 -0.521  C1 1.397, C2 1.456, H12 1.058
5 C 0.563 -1.765 0.680  N9 1.524, H13 1.055, H14 1.047, H15 1.065
6 N -2.151 -0.545 -2.371  C1 1.170
7 N 1.019 1.143 -1.721  C2 1.255, H16 1.048
8 N -1.039 -0.097 1.271  N9 1.339, H17 0.994
9 N 0.263 -0.406 1.301  C3 1.487, C5 1.524, N8 1.339
10 H 2.140 0.388 0.738  C3 1.053
11 H 1.096 1.563 1.497  C3 1.141
12 H -1.573 1.685 -0.325  C4 1.058
13 H 1.588 -2.010 0.638  C5 1.055
14 H -0.041 -2.437 1.210  C5 1.047
15 H 0.174 -1.708 -0.309  C5 1.065
16 H 0.323 1.027 -2.496  N7 1.048
17 H -1.215 0.775 1.716  N8 0.994

The net charge is 0. The gap between HOMO and LUMO is 8.707 eV.

Atom charges from the natural (NBO) analysis, given in e for atoms 1 to 4: 0.25, 0.26, -0.29, -0.38

d.
ORCA calculation (the ωB97M-V functional and the def2-TZVPD basis) on a single C5H8N4 molecule.

Each atom is followed by the atoms it is bonded to, with distances in Å.
Element x y z (Å)
1 C 1.254 0.646 0.193  C2 1.393, C3 1.526, H10 1.056
2 C 0.460 1.289 -0.754  C1 1.393, C5 1.390, H11 1.141
3 C 0.718 -0.707 0.652  C1 1.526, C4 1.530, H12 1.201, H13 1.171
4 C 0.009 -1.452 -0.481  C3 1.530, N9 1.457, H14 1.187, H15 1.150
5 C -0.811 0.746 -0.903  C2 1.390, N9 1.319, H16 1.064
6 N -2.886 -0.255 0.430  N7 1.260, N8 1.250
7 N -2.252 -1.030 -0.336  N6 1.260, N9 1.349
8 N -2.755 0.986 0.513  N6 1.250, H17 1.046
9 N -1.083 -0.540 -0.797  C4 1.457, C5 1.319, N7 1.349
10 H 2.261 0.832 0.451  C1 1.056
11 H 0.926 2.214 -1.234  C2 1.141
12 H 1.648 -1.412 0.933  C3 1.201
13 H 0.012 -0.634 1.584  C3 1.171
14 H 0.759 -1.464 -1.401  C4 1.187
15 H -0.345 -2.493 -0.142  C4 1.150
16 H -1.554 1.379 -1.328  C5 1.064
17 H -3.298 1.238 1.371  N8 1.046

The net charge is 0. The gap between HOMO and LUMO (spin up / spin down) is 7.543 / 7.543 eV.

Atom charges from the natural (NBO) analysis, given in e for atoms 1 to 4: -0.11, -0.29, -0.47, -0.23

Tell me which of them is the least stable. Sure, it is b.